{"formula": "C58H70BiCl5N5O3S2Sb2Si3", "method": "ωB97M-V with the def2-TZVPD basis set", "elements": ["Bi", "Sb", "Sb", "Cl", "Cl", "Cl", "Cl", "Cl", "S", "S", "Si", "Si", "Si", "O", "O", "O", "N", "N", "N", "N", "N", "C", "C", "C", "C", "C", "C", "C", "C", "C", "C", "C", "C", "C", "C", "C", "C", "C", "C", "C", "C", "C", "C", "C", "C", "C", "C", "C", "C", "C", "C", "C", "C", "C", "C", "C", "C", "C", "C", "C", "C", "C", "C", "C", "C", "C", "C", "C", "C", "C", "C", "C", "C", "C", "C", "C", "C", "C", "C", "H", "H", "H", "H", "H", "H", "H", "H", "H", "H", "H", "H", "H", "H", "H", "H", "H", "H", "H", "H", "H", "H", "H", "H", "H", "H", "H", "H", "H", "H", "H", "H", "H", "H", "H", "H", "H", "H", "H", "H", "H", "H", "H", "H", "H", "H", "H", "H", "H", "H", "H", "H", "H", "H", "H", "H", "H", "H", "H", "H", "H", "H", "H", "H", "H", "H", "H", "H", "H", "H"], "positions_angstrom": [[-0.4703, -0.3514, 1.0664], [-1.4015, 1.1690, -4.4529], [1.9799, 2.5282, 0.6089], [2.7875, -6.2671, 1.9788], [1.2423, -2.4443, -1.4615], [2.5945, -5.1662, -0.9170], [0.5999, -1.7301, 3.8453], [1.7265, -4.5691, 4.3635], [-3.8022, 0.9148, 1.5034], [0.7343, 0.8708, -0.6815], [0.7385, 3.3168, 2.8210], [1.1242, 4.3119, -1.1652], [4.6636, 2.8310, 0.8503], [-3.5611, -4.6954, -2.2724], [-1.6484, -0.6387, -2.2141], [-1.8415, -2.7909, 1.7324], [3.8528, 0.1113, 0.1095], [4.2092, -1.0571, 2.0720], [-1.6058, -1.7901, -0.2358], [-2.5000, -2.7161, -2.1926], [-2.5936, 1.1543, 0.5274], [5.9170, 2.4674, -0.5162], [-2.0448, -2.8354, 0.5272], [-2.1669, 5.4095, -6.9137], [-5.2436, 4.8985, 3.2381], [-5.1971, -0.5036, -6.0754], [4.5103, -0.7843, -2.0148], [4.5358, 4.7122, 1.0158], [-1.1045, 3.4861, 2.4997], [-5.2488, 0.5391, -0.8417], [0.7899, -0.2469, -8.0072], [-7.5938, 0.0126, -0.8555], [1.9999, -4.2315, 0.3939], [5.1897, 2.0466, 2.4811], [2.0978, -4.7231, 1.6922], [1.2312, -0.2428, -5.2692], [-6.4657, 0.3511, 1.2391], [-1.9647, -5.3029, 0.1635], [-3.7432, -2.3489, -5.5859], [0.0473, 0.2845, -5.7749], [4.3147, -0.9908, 0.7047], [0.9433, -2.1970, 1.2117], [-5.2915, 0.5859, 0.5392], [-2.9846, -3.8703, -1.6084], [-2.7688, -4.0066, -0.1162], [-4.4752, 2.6421, 3.5321], [1.6377, -3.9539, 2.7615], [-3.0855, 4.9320, -5.9900], [-2.9696, -0.0822, -5.2486], [-0.1751, 0.2568, -7.1484], [-4.4061, 2.5035, 2.1552], [-2.8688, 3.7119, -5.3660], [1.6410, 6.1084, -0.8508], [-1.7521, 2.9346, -5.6692], [1.0939, -2.7018, 2.4978], [3.9658, 0.1963, -1.2226], [-4.1591, -4.1282, 0.5504], [-4.1995, 0.3860, -5.6914], [1.9788, -0.7526, -7.4960], [4.9606, -2.0081, -0.0150], [2.1910, -0.7662, -6.1260], [1.5148, 4.9885, 3.2389], [-2.7526, -1.4579, -5.2005], [5.0385, -1.9087, -1.3828], [-4.9028, 3.8458, 4.0747], [-0.8263, -5.5537, -0.8235], [-6.4137, 0.2535, -1.5414], [-0.8341, 3.4317, -6.5893], [-0.7518, 4.1549, -1.0377], [-4.7611, 3.5422, 1.3113], [-1.8875, -1.6460, -1.5698], [-4.9735, -1.8708, -6.0189], [-5.0343, -2.9199, 0.2440], [-5.1830, 4.7427, 1.8587], [1.1011, 2.0624, 4.1860], [-1.0392, 4.6574, -7.2091], [1.4089, -2.9849, 0.1691], [-7.6214, 0.0644, 0.5332], [1.9475, 3.6253, -2.7192], [-0.1529, -4.6990, -0.8828], [1.5781, 6.3886, 0.2004], [-8.4969, -0.2323, -1.3973], [-5.7462, -2.5628, -6.3268], [0.9778, 6.7720, -1.4084], [5.3787, -2.8516, 0.5189], [2.5124, 4.8690, 3.6628], [-8.5391, -0.1389, 1.0674], [-1.7825, -1.8279, -4.8805], [6.1393, 2.4800, 2.8014], [-1.4539, 2.7301, 1.7975], [6.8191, 3.0466, -0.3083], [1.7381, 2.5557, -2.7839], [-2.3297, 6.3634, -7.3981], [-4.9770, 3.9589, 5.1478], [3.0304, 3.7623, -2.6836], [0.0471, 2.8512, -6.8354], [-1.1369, 4.6907, -0.1694], [5.5241, 5.1535, 1.1564], [-5.9918, -2.9769, 0.7598], [1.3955, -0.2530, -4.1946], [5.5013, -2.6957, -1.9614], [3.5114, -0.4688, 2.4969], [-5.4757, 5.5564, 1.2087], [0.6038, 2.3620, 5.1109], [3.1084, -1.1849, -5.7296], [-4.7174, 3.4154, 0.2359], [0.6158, -0.2430, -9.0757], [-6.1505, -0.1248, -6.4221], [-4.6355, -5.0343, 0.1768], [1.5776, 4.0908, -3.6333], [-6.4746, 0.3924, 2.3215], [-1.3522, 4.4661, 2.0910], [4.5297, -0.6773, -3.0897], [-4.0064, -4.2310, 1.6252], [-3.5785, 3.3590, -4.6218], [2.7333, -1.1390, -8.1684], [-1.6704, 3.3637, 3.4246], [-1.0197, 3.1022, -0.9485], [-3.5593, -3.4162, -5.5553], [2.6577, 6.3050, -1.1897], [6.1933, 1.4146, -0.5484], [-4.3191, 0.7023, -1.3757], [-4.5366, -2.0018, 0.5561], [3.9220, 5.0067, 1.8670], [1.5989, 5.6281, 2.3598], [-2.8064, 1.6343, -0.3438], [-4.2027, 1.8114, 4.1722], [2.1690, 1.9950, 4.3997], [-5.5640, 5.8398, 3.6639], [4.3147, -1.9623, 2.4993], [-1.2403, 4.5471, -1.9302], [-1.1069, 0.6367, -7.5523], [5.3347, 0.9740, 2.3768], [4.4607, 2.2181, 3.2744], [-2.6563, -6.1446, 0.1217], [-1.2153, -5.7595, -1.8200], [-0.3090, 5.0316, -7.9159], [4.0994, 5.1617, 0.1238], [0.9038, 5.5184, 3.9716], [3.5925, 1.1189, -1.6601], [-4.3836, 1.4521, -5.7568], [-5.2377, -2.8521, -0.8259], [-0.2565, -6.4266, -0.5053], [-3.9693, 5.5130, -5.7574], [0.7491, 1.0614, 3.9351], [5.5614, 2.7556, -1.5056], [-2.6735, -2.5865, -3.1828], [-6.3912, 0.2015, -2.6217], [-1.5688, -5.2303, 1.1775]], "forces_ev_per_a": [[-0.62, -0.88, 0.83], [0.07, 0.40, -0.54], [-0.16, 0.80, -0.38], [0.01, -0.02, 0.01], [0.09, 0.11, -0.22], [0.14, 0.00, -0.04], [-0.09, 0.15, 0.23], [0.04, 0.04, 0.01], [-0.73, 0.77, -0.31], [0.72, 0.74, -0.46], [-0.05, 0.00, 0.46], [0.03, 0.16, 0.10], [0.26, 0.18, 0.38], [-0.03, -0.11, 0.06], [0.29, -0.26, 0.63], [-0.10, -0.01, 0.05], [0.27, -0.40, 0.06], [-0.01, -0.12, 0.11], [0.00, 0.42, -0.04], [0.02, -0.10, 0.03], [0.30, -0.28, -0.22], [-0.55, -0.17, 0.08], [0.02, 0.15, -0.25], [0.00, -0.02, -0.01], [0.00, -0.06, 0.10], [-0.04, -0.04, 0.00], [0.00, 0.10, -0.14], [-0.11, -0.30, 0.00], [0.42, -0.07, -0.13], [0.17, 0.01, 0.02], [-0.02, -0.01, 0.00], [0.00, -0.02, -0.01], [0.08, 0.09, -0.05], [-0.23, 0.13, -0.37], [0.01, 0.02, 0.02], [-0.07, 0.05, 0.11], [-0.07, -0.02, -0.03], [0.20, 0.00, -0.24], [0.02, -0.07, -0.02], [-0.07, 0.11, 0.25], [0.09, 0.20, -0.27], [0.21, -0.08, 0.09], [0.17, -0.17, 0.11], [0.13, 0.33, -0.05], [-0.16, -0.50, 0.33], [0.00, -0.10, -0.05], [-0.02, -0.04, -0.02], [-0.07, 0.03, -0.02], [0.06, 0.15, 0.27], [0.01, -0.04, -0.08], [0.21, -0.35, 0.19], [-0.01, -0.05, 0.05], [0.03, -0.43, 0.02], [0.01, -0.20, 0.21], [0.21, -0.15, -0.33], [-0.16, -0.15, 0.10], [-0.09, 0.24, -0.09], [0.02, 0.07, 0.02], [-0.03, 0.00, 0.00], [-0.02, -0.14, 0.11], [0.11, -0.05, -0.03], [0.07, -0.35, -0.24], [-0.01, 0.05, -0.12], [-0.07, 0.00, 0.09], [-0.04, 0.09, 0.02], [-0.18, -0.02, 0.15], [-0.08, -0.04, -0.02], [0.03, -0.08, -0.05], [0.37, -0.15, -0.17], [0.02, 0.05, -0.10], [-0.34, -0.16, -0.19], [-0.02, 0.04, -0.02], [0.02, -0.11, 0.05], [0.05, 0.00, -0.08], [-0.01, 0.18, -0.32], [0.05, 0.07, 0.02], [0.08, 0.00, 0.30], [0.04, -0.05, 0.05], [-0.33, -0.01, 0.30], [-0.08, -0.10, -0.06], [-0.04, 0.01, 0.03], [-0.01, 0.03, -0.04], [-0.01, 0.00, 0.02], [-0.07, -0.03, -0.05], [-0.03, -0.07, -0.05], [0.02, -0.01, 0.03], [-0.03, 0.03, 0.00], [0.02, -0.06, -0.07], [0.02, 0.12, -0.06], [-0.09, -0.01, -0.06], [-0.07, 0.13, 0.14], [0.00, -0.04, -0.11], [0.00, 0.00, -0.01], [0.03, 0.01, 0.01], [0.01, 0.05, 0.06], [0.03, 0.05, -0.02], [0.07, 0.05, -0.01], [0.08, -0.07, 0.01], [0.00, 0.01, 0.03], [0.08, 0.01, -0.03], [0.03, -0.04, 0.00], [-0.05, -0.03, -0.02], [0.03, 0.01, -0.01], [-0.05, 0.08, 0.00], [-0.01, 0.01, 0.02], [-0.01, 0.00, -0.02], [0.00, -0.02, 0.00], [0.00, 0.00, -0.02], [0.09, -0.03, -0.01], [-0.07, 0.08, -0.02], [-0.03, -0.01, 0.02], [0.04, 0.03, -0.02], [0.05, 0.04, 0.00], [0.04, -0.05, -0.01], [-0.04, 0.08, -0.02], [0.01, -0.03, 0.01], [0.10, -0.01, 0.13], [-0.04, -0.02, -0.01], [0.01, -0.01, 0.01], [0.03, -0.01, -0.01], [-0.02, 0.02, 0.02], [0.00, -0.07, -0.01], [-0.04, 0.10, 0.03], [-0.02, 0.01, 0.02], [-0.04, 0.03, -0.01], [-0.10, 0.11, 0.09], [0.01, 0.00, 0.03], [0.04, 0.02, -0.04], [-0.04, 0.00, -0.02], [-0.05, -0.02, 0.00], [0.02, 0.09, -0.10], [0.01, 0.01, -0.02], [0.01, -0.01, -0.01], [-0.02, 0.04, 0.03], [-0.05, 0.05, 0.06], [0.04, 0.01, -0.03], [-0.02, -0.02, -0.03], [0.02, 0.00, -0.05], [-0.10, -0.09, 0.04], [-0.05, -0.06, -0.08], [-0.03, -0.01, -0.01], [-0.04, 0.06, -0.02], [0.10, 0.04, -0.03], [0.00, 0.00, 0.02], [-0.03, -0.01, -0.04], [0.00, 0.03, -0.02], [-0.14, -0.01, 0.04], [0.02, 0.01, -0.03], [-0.12, -0.03, 0.06]], "lumo_ev": -2.66, "charge": 1, "homo_lumo_gap_ha": 0.26131, "homo_ha": -0.3592}